Record 1
{
  "formula": "C5F15KO15S5",
  "method": "ωB97M-V/def2-TZVPD",
  "e_lumo_ev": [5.442, 1.263],
  "charge": -3,
  "gap_ev": [6.994, 2.815],
  "spin_multiplicity": 2,
  "homo_ev": [-1.5518, -1.5517],
  "elements": ["K", "S", "S", "S", "S", "S", "F", "F", "F", "F", "F", "F", "F", "F", "F", "F", "F", "F", "F", "F", "F", "O", "O", "O", "O", "O", "O", "O", "O", "O", "O", "O", "O", "O", "O", "O", "C", "C", "C", "C", "C"],
  "positions_angstrom": [[-0.1547, 0.1166, 0.5893], [-1.9513, 3.7591, 1.0174], [0.0500, -0.0754, -3.3006], [-2.0483, -2.9218, -0.2612], [-0.9193, -0.2858, 4.4669], [3.6184, 1.7923, -0.0392], [-4.4440, 4.7617, 0.4473], [1.3407, -0.9182, 5.8101], [5.3783, -0.2171, 0.0498], [-1.2542, -5.0962, -1.6481], [1.7593, 0.0328, 3.7926], [-4.1648, 2.4750, 0.2288], [0.3287, -3.5334, -1.3416], [-3.4058, 3.6796, -1.2828], [-1.3240, -3.3169, -2.8827], [0.5722, -0.5234, -5.8235], [1.0386, -2.1484, 4.0472], [0.1001, -2.3429, -4.7678], [3.4596, -0.6370, 0.8256], [2.1022, -1.3860, -4.5742], [3.7270, -0.5963, -1.3413], [-2.8638, -1.9180, -0.9869], [4.1251, 2.3014, 1.2155], [4.1691, 2.3943, -1.2737], [-1.2610, -0.4948, 3.0827], [-1.6559, -1.0556, 5.4980], [0.4950, -0.7829, -2.0911], [-2.8353, -4.0296, 0.3513], [-1.1342, 2.7502, 0.3131], [-1.1098, -2.3395, 0.7073], [-1.4408, 5.1297, 0.9515], [-0.7306, 1.1628, 4.8277], [0.6186, 1.3035, -3.4010], [-1.3947, 0.0569, -3.4469], [2.1304, 1.7233, -0.1486], [-2.1505, 3.3142, 2.4018], [4.1248, -0.0621, -0.1515], [-0.9760, -3.7788, -1.6629], [-3.6424, 3.6970, 0.0287], [0.9580, -0.8689, 4.4962], [0.7654, -1.1214, -4.7227]],
  "atomic_forces_ev_per_a": [[-0.09, 0.57, 0.41], [2.36, -1.16, 1.82], [0.33, -0.25, 2.68], [-2.12, 0.21, 1.52], [0.84, 3.21, 1.86], [-2.39, 0.85, -2.57], [0.36, -1.88, -1.23], [0.56, 0.30, -1.03], [2.70, -0.85, -0.15], [0.91, 0.25, -0.33], [-0.97, -2.25, 1.19], [-1.03, 0.91, 0.79], [-1.00, -0.80, -1.34], [-0.43, 1.46, -0.30], [0.91, -0.31, 0.59], [-0.28, 1.29, -2.34], [0.81, 1.10, -0.28], [1.10, 1.88, 0.16], [-0.51, -1.33, 0.64], [-1.73, 0.48, 0.10], [0.62, -0.04, 0.68], [1.36, -1.43, 0.41], [0.33, -0.62, -0.22], [0.34, -0.78, 1.33], [-0.13, -0.55, -0.11], [1.31, 0.44, -1.58], [-0.52, 1.17, -2.11], [1.29, 1.23, -1.59], [-1.22, 0.97, -0.55], [-0.12, -0.68, -1.58], [-1.09, -0.50, -0.89], [-0.29, -3.00, -0.38], [-0.30, -1.50, -0.33], [1.23, -0.29, -0.60], [2.04, -0.62, 0.63], [-1.37, 0.71, -1.42], [-3.07, 3.14, -0.50], [-1.31, 1.04, 2.13], [2.25, -0.49, 1.60], [-1.98, 0.71, 0.61], [0.29, -2.59, 2.29]]
}


Record 2
{
  "formula": "C8H12ClCuO4",
  "method": "ωB97M-V/def2-TZVPD",
  "e_lumo_ev": [-8.292, -8.555],
  "charge": 1,
  "gap_ev": [3.330, 3.067],
  "spin_multiplicity": 2,
  "de_lowest_kj_mol": 246.4,
  "homo_ev": [-11.6220, -11.6220],
  "elements": ["Cu", "Cl", "O", "O", "O", "O", "C", "C", "C", "C", "C", "C", "C", "C", "H", "H", "H", "H", "H", "H", "H", "H", "H", "H", "H", "H"],
  "positions_angstrom": [[25.6219, 2.6866, 31.5893], [25.2912, 4.7346, 28.0650], [17.3571, 1.1764, 24.1725], [26.8561, 11.8514, 33.0365], [28.6403, 11.6549, 34.2603], [17.7008, 3.1441, 25.1522], [18.1367, 2.0957, 24.4237], [19.8039, 3.7440, 24.4004], [27.9468, 11.1673, 33.4388], [26.1029, 11.2639, 31.9697], [18.8044, 3.9944, 25.5224], [19.6064, 2.3111, 24.0085], [27.8656, 9.7000, 32.8647], [26.9360, 10.0139, 31.6194], [28.7970, 9.2337, 32.5433], [18.5683, 5.0578, 25.4824], [26.0934, 11.8950, 31.0811], [19.5590, 4.3522, 23.5296], [27.3490, 9.1955, 33.6812], [26.1591, 9.2651, 31.4655], [27.5319, 10.1234, 30.7133], [19.1625, 3.7837, 26.5301], [20.3073, 1.6020, 24.4489], [25.0933, 10.9214, 32.1965], [20.8313, 3.7744, 24.7630], [19.6785, 2.2205, 22.9247]],
  "atomic_forces_ev_per_a": [[0.01, -0.02, 0.01], [0.00, 0.00, 0.01], [2.20, 1.97, 0.34], [-1.32, 0.84, -0.61], [1.21, -0.10, 0.43], [0.30, 0.67, 0.69], [-1.82, -2.54, -0.59], [1.09, -0.47, 0.68], [-0.77, -1.20, -0.08], [1.95, -1.02, -0.50], [0.24, 0.38, -0.98], [-1.35, -0.42, -0.57], [-1.10, 2.33, -1.22], [-0.36, -1.19, 0.73], [-0.04, 0.20, 0.52], [-0.76, -0.20, 0.18], [-0.19, 0.47, 0.41], [0.43, 0.37, 0.31], [0.11, -0.45, -0.23], [0.52, -0.58, -0.31], [-0.03, 0.07, 0.12], [-0.03, -0.39, -0.05], [-0.30, -0.04, 0.21], [0.04, 0.66, 0.74], [0.07, 1.06, -0.30], [-0.08, -0.39, 0.06]]
}


Record 3
{
  "formula": "C3H4O4",
  "method": "ωB97M-V/def2-TZVPD",
  "e_lumo_ev": [4.034, 4.009],
  "charge": -1,
  "gap_ev": [5.922, 7.907],
  "spin_multiplicity": 2,
  "de_lowest_kj_mol": 9.2,
  "homo_ev": [-1.8877, -3.8981],
  "elements": ["O", "O", "O", "O", "C", "C", "C", "H", "H", "H", "H"],
  "positions_angstrom": [[-1.0866, -1.5075, -0.9965], [0.5250, -0.0659, -1.3376], [0.1522, -1.6813, -2.8576], [1.6254, 2.4821, 1.7817], [-1.0761, -0.6699, 0.1803], [0.0161, 0.3465, -0.0589], [-0.1147, -1.1234, -1.8189], [-0.8980, -1.3222, 1.0550], [1.0755, 1.7356, 1.1606], [-2.0816, -0.2287, 0.2934], [1.8627, 2.0347, 2.5983]],
  "atomic_forces_ev_per_a": [[-0.67, -0.58, 0.18], [0.09, -0.03, -0.10], [-0.16, -0.03, -0.01], [-1.60, -1.92, -1.90], [0.20, 0.21, -0.07], [0.21, 0.63, 0.84], [0.55, 0.16, -0.32], [-0.04, 0.07, -0.13], [1.43, 1.82, 1.68], [0.13, -0.08, -0.03], [-0.13, -0.25, -0.15]]
}


Please write out number 3 again, unchanged.
{
  "formula": "C3H4O4",
  "method": "ωB97M-V/def2-TZVPD",
  "e_lumo_ev": [4.034, 4.009],
  "charge": -1,
  "gap_ev": [5.922, 7.907],
  "spin_multiplicity": 2,
  "de_lowest_kj_mol": 9.2,
  "homo_ev": [-1.8877, -3.8981],
  "elements": ["O", "O", "O", "O", "C", "C", "C", "H", "H", "H", "H"],
  "positions_angstrom": [[-1.0866, -1.5075, -0.9965], [0.5250, -0.0659, -1.3376], [0.1522, -1.6813, -2.8576], [1.6254, 2.4821, 1.7817], [-1.0761, -0.6699, 0.1803], [0.0161, 0.3465, -0.0589], [-0.1147, -1.1234, -1.8189], [-0.8980, -1.3222, 1.0550], [1.0755, 1.7356, 1.1606], [-2.0816, -0.2287, 0.2934], [1.8627, 2.0347, 2.5983]],
  "atomic_forces_ev_per_a": [[-0.67, -0.58, 0.18], [0.09, -0.03, -0.10], [-0.16, -0.03, -0.01], [-1.60, -1.92, -1.90], [0.20, 0.21, -0.07], [0.21, 0.63, 0.84], [0.55, 0.16, -0.32], [-0.04, 0.07, -0.13], [1.43, 1.82, 1.68], [0.13, -0.08, -0.03], [-0.13, -0.25, -0.15]]
}